# 1
{
  "formula": "C3H13NO3",
  "method": "the ωB97M-V functional and the def2-TZVPD basis",
  "elements": ["C", "C", "C", "N", "H", "H", "H", "H", "H", "H", "H", "O", "H", "H", "O", "H", "H", "O", "H", "H"],
  "xyz": [[-2.42, -1.35, 0.84], [-1.94, -0.74, -0.25], [-0.72, 0.17, -0.18], [-2.10, -1.20, -1.60], [-3.50, -1.47, 0.97], [-1.94, -1.60, 1.79], [0.11, -0.37, -0.67], [-0.29, 0.38, 0.81], [-0.86, 1.13, -0.70], [-2.60, -0.74, -2.36], [-1.18, -1.25, -2.01], [2.56, 1.50, -1.88], [2.86, 0.59, -1.76], [1.62, 1.40, -1.72], [2.75, -4.21, 3.77], [1.90, -4.47, 4.16], [3.21, -4.99, 4.09], [1.10, 5.85, -0.91], [1.20, 5.59, -1.83], [0.22, 5.77, -0.55]],
  "nbo_charge": [-0.42, 0.18, -0.66, -0.86, 0.20, 0.21, 0.18, 0.22, 0.22, 0.38, 0.36, -0.93, 0.47, 0.46, -0.92, 0.46, 0.46, -0.96, 0.48, 0.48],
  "gap_ha": 0.3352,
  "charge": 0,
  "e_homo_ev": -8.61,
  "e_above_lowest_ev": 2.9974
}


# 2
{
  "formula": "C3H13NO3",
  "method": "the ωB97M-V functional and the def2-TZVPD basis",
  "elements": ["C", "C", "C", "O", "N", "H", "H", "H", "H", "H", "H", "H", "H", "H", "H", "H", "O", "H", "H", "O"],
  "xyz": [[0.13, 0.56, 0.52], [0.40, -0.92, 0.27], [0.22, -1.73, 1.52], [1.65, -1.08, -0.39], [0.60, 1.34, -0.59], [-0.91, 0.77, 0.73], [0.72, 0.98, 1.36], [-0.31, -1.24, -0.51], [-0.79, -1.72, 1.92], [0.66, -2.73, 1.47], [0.90, -1.31, 2.28], [2.31, -1.26, 0.30], [0.03, 2.16, -0.82], [0.78, 0.77, -1.43], [-2.18, -2.70, -5.53], [-1.84, -3.95, -6.30], [-2.19, -3.66, -5.46], [0.36, 4.91, 4.16], [-0.50, 5.19, 2.89], [-0.04, 5.60, 3.62]],
  "nbo_charge": [-0.31, 0.07, -0.65, -0.69, -0.24, 0.27, 0.29, 0.20, 0.25, 0.26, 0.21, 0.49, 0.41, 0.43, 0.46, 0.47, -0.93, 0.47, 0.46, -0.93],
  "gap_ha": [0.3621, 0.1686],
  "charge": 1,
  "e_homo_ev": [-13.54, -13.54],
  "e_above_lowest_ev": 2.0107,
  "multiplicity": 2
}


# 3
{
  "formula": "C3H13NO4",
  "method": "the ωB97M-V functional and the def2-TZVPD basis",
  "elements": ["C", "C", "C", "N", "O", "H", "H", "H", "H", "H", "H", "H", "O", "H", "H", "O", "H", "H", "O", "H", "H"],
  "xyz": [[-0.72, -0.33, 2.38], [-1.16, 0.24, 1.04], [-0.02, 0.75, 0.20], [-0.35, 1.64, -0.76], [1.13, 0.35, 0.32], [-0.66, -1.43, 2.39], [-1.43, -0.03, 3.14], [0.24, 0.05, 2.67], [-1.63, -0.52, 0.42], [-1.90, 1.02, 1.21], [-1.28, 1.98, -0.93], [0.38, 1.91, -1.40], [-1.63, -1.62, -1.69], [-1.97, -2.11, -2.45], [-0.68, -1.80, -1.68], [1.09, -2.19, -1.02], [1.40, -1.34, -0.70], [0.65, -2.58, -0.26], [2.64, 2.17, -1.24], [2.29, 1.71, -0.46], [3.60, 2.15, -1.18]],
  "nbo_charge": [-0.61, -0.53, 0.71, -0.80, -0.71, 0.21, 0.21, 0.23, 0.27, 0.22, 0.40, 0.42, -0.98, 0.47, 0.50, -0.96, 0.50, 0.47, -0.98, 0.49, 0.47],
  "gap_ha": 0.4111,
  "charge": 0,
  "e_homo_ev": -10.44,
  "e_above_lowest_ev": 0.0000
}


# 4
{
  "formula": "C3H13NO4",
  "method": "the ωB97M-V functional and the def2-TZVPD basis",
  "elements": ["C", "C", "C", "N", "H", "H", "H", "H", "H", "H", "H", "O", "H", "H", "O", "H", "H", "O", "H", "H", "O"],
  "xyz": [[1.11, 0.14, 0.01], [1.01, -0.53, 1.36], [0.01, 1.08, -0.31], [1.38, 1.55, -0.20], [1.36, -0.56, -0.79], [1.73, -1.31, 1.52], [1.12, 0.24, 2.13], [-0.51, 1.17, -1.27], [-0.64, 1.53, 0.46], [1.86, 3.12, 2.28], [0.00, -0.85, 1.59], [1.38, 2.33, 2.03], [-1.99, -0.52, -1.76], [1.49, 2.11, 0.95], [-2.09, -0.67, -0.13], [-2.06, -0.34, -3.37], [0.18, -2.73, -0.80], [-1.52, -0.63, -2.63], [-1.02, -1.93, -0.20], [-2.69, -0.86, 0.60], [-0.45, -2.74, -0.07]],
  "nbo_charge": [-0.11, -0.65, -0.28, -0.04, 0.28, 0.23, 0.25, 0.32, 0.31, 0.48, 0.28, -0.87, 0.51, 0.40, -1.03, 0.47, 0.45, -0.99, 0.50, 0.46, -0.98],
  "gap_ha": 0.1518,
  "charge": 0,
  "e_homo_ev": -9.23,
  "e_above_lowest_ev": 9.4141
}


# 5
{
  "formula": "C3H13O3S",
  "method": "the ωB97M-V functional and the def2-TZVPD basis",
  "elements": ["C", "C", "C", "S", "H", "H", "H", "H", "H", "H", "H", "H", "H", "O", "H", "H", "O", "H", "H", "O"],
  "xyz": [[-1.98, 0.89, 2.31], [-2.28, 0.20, 0.99], [-1.11, -0.60, 0.45], [-0.69, -2.08, 1.43], [-1.19, 1.64, 2.19], [-2.88, 1.45, 2.61], [-1.67, 0.20, 3.08], [-2.58, 0.96, 0.25], [-3.15, -0.46, 1.13], [-1.24, -0.84, -0.60], [-0.24, 0.08, 0.47], [3.03, 1.89, -0.55], [3.25, 0.35, -0.65], [3.10, 1.16, -1.16], [1.28, -1.40, 1.58], [2.29, -0.49, 2.42], [2.24, -1.15, 1.73], [1.83, -0.31, -5.41], [0.71, -0.52, -6.44], [1.30, -0.99, -5.83]],
  "nbo_charge": [-0.61, -0.40, -0.52, -0.68, 0.18, 0.18, 0.23, 0.17, 0.19, 0.18, 0.17, 0.47, 0.49, -0.96, 0.49, 0.45, -1.03, 0.47, 0.46, -0.94],
  "gap_ha": 0.2095,
  "charge": -1,
  "e_homo_ev": -2.78,
  "e_above_lowest_ev": 0.8976
}


# 6
{
  "formula": "C3H14B2OSn",
  "method": "the ωB97M-V functional and the def2-TZVPD basis",
  "elements": ["Sn", "B", "H", "H", "H", "H", "B", "H", "H", "H", "H", "C", "C", "O", "C", "H", "H", "H", "H", "H", "H"],
  "xyz": [[0.36, -0.11, -1.09], [2.44, -1.66, -1.01], [2.71, -0.91, -0.28], [2.38, -1.26, -2.01], [3.15, -2.48, -1.02], [1.45, -2.00, -0.74], [2.42, 1.27, -1.65], [2.50, 0.37, -2.24], [1.46, 1.71, -1.85], [2.47, 0.99, -0.61], [3.19, 2.00, -1.85], [-2.04, -0.78, 2.12], [-1.95, 0.28, 1.06], [-1.11, 0.19, 0.20], [-3.11, 1.18, 0.95], [-3.03, -1.25, 2.11], [-1.92, -0.26, 3.06], [-1.26, -1.54, 2.06], [-3.07, 1.88, 1.78], [-4.03, 0.59, 0.94], [-3.02, 1.79, 0.05]],
  "nbo_charge": [1.46, -0.83, 0.01, 0.01, 0.05, -0.04, -0.87, 0.03, -0.02, 0.03, 0.07, -0.73, 0.72, -0.73, -0.73, 0.25, 0.26, 0.26, 0.26, 0.26, 0.25],
  "gap_ha": 0.2482,
  "charge": 0,
  "e_homo_ev": -8.29,
  "e_above_lowest_ev": 2.3002
}


# 7
{
  "formula": "C3H14CeNO",
  "method": "the ωB97M-V functional and the def2-TZVPD basis",
  "elements": ["C", "Ce", "N", "H", "H", "H", "H", "H", "H", "H", "H", "C", "C", "O", "H", "H", "H", "H", "H", "H"],
  "xyz": [[1.66, 0.54, -2.53], [0.96, 1.10, -0.42], [-0.15, 1.92, 1.61], [-0.72, 1.50, -1.01], [-1.13, 1.70, 1.39], [0.99, 3.10, -0.38], [1.82, 1.53, -3.17], [0.73, 0.12, -2.89], [2.68, 0.04, -2.53], [0.02, 1.82, 2.60], [-0.02, 2.92, 1.35], [-0.44, -1.85, 1.64], [-1.15, -1.92, 0.30], [-0.38, -1.12, -0.63], [0.54, -2.30, 1.59], [-1.02, -2.42, 2.39], [-0.36, -0.83, 2.01], [-1.19, -2.96, -0.06], [-2.17, -1.53, 0.34], [-0.67, -1.35, -1.59]],
  "lowdin_charge": [-0.28, 1.17, -0.08, -0.11, 0.07, -0.12, 0.08, -0.01, 0.05, 0.08, 0.03, -0.06, -0.24, -0.25, 0.09, 0.10, 0.05, 0.14, 0.13, 0.16],
  "gap_ha": [0.3176, 0.3176],
  "charge": 1,
  "e_homo_ev": [-12.85, -12.85],
  "e_above_lowest_ev": 0.0000
}


# 8
{
  "formula": "C3H14CuNOS",
  "method": "the ωB97M-V functional and the def2-TZVPD basis",
  "elements": ["C", "Cu", "N", "H", "H", "H", "H", "H", "H", "H", "H", "C", "S", "C", "O", "H", "H", "H", "H", "H", "H"],
  "xyz": [[-1.41, 1.14, -1.98], [0.13, 0.07, -0.95], [1.04, -1.50, -1.77], [-3.75, 2.34, -4.24], [2.04, -1.32, -1.71], [-3.46, 2.39, -3.55], [-1.13, 1.02, -3.03], [-1.32, 2.16, -1.60], [-2.34, 0.63, -1.68], [0.82, -2.29, -1.16], [0.79, -1.75, -2.73], [-0.01, 0.81, 2.43], [1.56, 0.15, 1.85], [1.65, -1.34, 2.86], [1.28, -0.45, 0.45], [0.21, 1.45, 3.29], [-0.66, -0.03, 2.72], [-0.46, 1.40, 1.62], [0.64, -1.77, 2.97], [2.32, -2.04, 2.36], [2.05, -1.05, 3.83]],
  "nbo_charge": [-1.24, 0.61, -1.12, -0.04, 0.39, 0.04, 0.18, 0.19, 0.18, 0.38, 0.37, -0.90, 0.91, -1.18, -1.09, 0.23, 0.22, 0.26, 0.21, 0.24, 0.17],
  "gap_ha": [0.0703, 0.2482],
  "charge": -1,
  "e_homo_ev": [0.52, -3.64],
  "e_above_lowest_ev": 0.4667,
  "multiplicity": 2
}